A molecular structure, C24H44MnN3OP2S at a distorted geometry. Source: the Open Molecules 2025 dataset; level of theory: ωB97M-V with the def2-TZVPD basis set.

Last column: Mulliken charge in e.
Geometry (Å):
1 Mn 0.19225 -0.36052 1.22784  -0.0537
2 P 0.21351 -2.03624 -0.50930  -0.1361
3 P 0.26696 2.02151 1.02120  0.4780
4 N 1.05559 0.70661 -1.60270  0.8357
5 C 1.75040 -1.71160 -1.47533  -0.6001
6 H 2.58112 -1.72713 -0.74540  0.3428
7 H 1.92707 -2.54501 -2.17115  0.6196
8 C 1.80076 -0.39392 -2.25626  -1.2841
9 H 2.86179 -0.12332 -2.40431  0.4828
10 H 1.37742 -0.52740 -3.26612  0.2222
11 C 1.89825 1.90243 -1.34006  -0.9821
12 H 1.54888 2.70794 -2.00943  0.2284
13 H 2.95228 1.71243 -1.60705  0.4605
14 C 1.84249 2.36162 0.11934  -0.9327
15 H 2.05814 3.43938 0.16848  0.6517
16 H 2.64293 1.85608 0.68491  0.3474
17 C 0.46080 3.02291 2.57686  0.4715
18 C 1.48210 2.37943 3.52128  -1.3756
19 H 2.45041 2.19816 3.03928  0.3416
20 H 1.11457 1.42390 3.91985  0.1843
21 H 1.65752 3.05024 4.37352  0.4834
22 C -1.01332 2.81584 -0.05323  1.3352
23 C -2.43423 2.46308 0.38617  -1.2895
24 H -3.15574 2.98641 -0.25535  0.4863
25 H -2.62811 2.75845 1.42572  0.2572
26 H -2.62976 1.38586 0.30026  0.1432
27 C -1.18506 -2.07214 -1.72596  1.0488
28 C -2.48370 -2.58346 -1.09316  -1.5304
29 H -3.30312 -2.47911 -1.81768  0.4832
30 H -2.76382 -2.01175 -0.19848  0.2946
31 H -2.41991 -3.64614 -0.81852  0.2892
32 C 0.48750 -3.73843 0.19761  1.2858
33 C -0.54717 -4.11453 1.26840  -1.1040
34 H -0.10768 -4.01493 2.26981  0.0313
35 H -0.86407 -5.16156 1.15031  0.4346
36 H -1.44711 -3.48310 1.24721  0.2470
37 C -0.82969 1.95205 -4.29739  0.2951
38 C -0.80343 4.32502 -0.17854  -1.5534
39 H -0.88146 4.83300 0.79342  0.2592
40 H 0.16744 4.58200 -0.62183  0.3183
41 H -1.58271 4.74169 -0.83113  0.4780
42 C -0.87739 -2.80614 -3.03136  -1.3510
43 H -1.73737 -2.69170 -3.70567  0.4749
44 H 0.00195 -2.40859 -3.55276  0.2503
45 H -0.72846 -3.88194 -2.87433  0.1618
46 C 0.64534 -4.83590 -0.85928  -1.8767
47 H 1.05190 -5.73056 -0.36570  0.5018
48 H -0.31870 -5.12395 -1.30119  0.3724
49 H 1.34329 -4.56850 -1.66250  0.3576
50 C -0.86481 3.27878 3.30139  -1.4924
51 H -1.42976 2.34894 3.46069  0.2415
52 H -0.65880 3.70953 4.29118  0.4668
53 H -1.51187 3.99043 2.77418  0.2666
54 H 0.86588 3.98757 2.22218  0.6828
55 H 1.46428 -3.62582 0.70645  0.1574
56 H -0.82842 2.34551 -1.03614  -0.4231
57 H -1.31593 -0.99951 -1.95696  0.1459
58 O -1.54119 2.17258 -5.16878  -0.2847
59 H 0.35484 1.06292 -2.43644  -2.4091
60 H -0.05591 1.41676 -3.43905  1.8055
61 N 3.84506 -1.14183 0.98790  -0.2364
62 C 3.11247 -1.51500 2.07739  -0.1104
63 N 1.85317 -1.12472 2.26231  0.2922
64 C 1.29325 -1.71572 3.40882  -0.2574
65 C -0.05258 -1.56201 3.73741  -0.2302
66 C -0.54719 -2.36678 4.77455  -0.8059
67 C 0.28725 -3.29792 5.40982  -0.6713
68 C 1.63259 -3.45599 5.03328  -0.4186
69 C 2.13901 -2.64722 4.01982  0.3859
70 S 3.70732 -2.70812 3.18476  -0.2329
71 H 3.66850 -0.22193 0.58860  0.1438
72 H 4.80413 -1.47246 0.97694  0.2349
73 H -0.66727 -0.83202 3.16497  0.6110
74 H -1.58707 -2.26409 5.08548  0.4110
75 H -0.11858 -3.91335 6.21320  0.3951
76 H 2.28884 -4.18289 5.50355  0.4459

Atoms 1-6, force components in eV/Å:
0.087 0.384 -0.921
-0.550 0.219 0.747
-0.437 -0.806 0.385
-0.685 1.015 -2.353
0.271 -0.506 -0.101
-0.555 -0.163 -0.297

Results
E   -3411.94608 Eh
Multiplicity   6
Total charge   +1
Frontier orbital gap (alpha / beta)   0.256 / 0.223 Ha